[1]
178
Properties=species:S:1:pos:R:3:mulliken_charge:R:1 method="wB97M-V/def2-TZVPD" mol_weight_g_mol=1133.41 e_tot_ha=-4037.1337 gap_ha=0.13783 total_charge=-2 e_homo_ev=-0.50
C 3.360 -0.992 1.832 -0.437
C 4.019 -1.570 0.968 0.100
C 4.614 -2.169 -0.175 -1.258
In 3.791 -1.063 -1.997 0.923
C 4.594 1.043 -1.834 -1.162
C 3.484 2.050 -2.073 -0.213
N 2.608 2.041 -0.866 -0.191
C 4.580 -1.944 -3.916 -1.704
C 3.619 -3.034 -4.371 -0.795
C 2.204 -2.482 -4.557 1.615
S 2.218 -0.752 -5.087 0.001
C 0.844 -0.488 -6.099 -0.151
S 0.893 0.900 -6.999 -0.335
N -0.266 -1.342 -6.044 0.999
C -0.109 -2.594 -6.803 -1.176
C -0.943 -3.777 -6.276 -1.248
C -0.577 -4.333 -4.886 -1.127
C -0.836 -3.406 -3.703 0.818
C -0.283 -4.034 -2.393 -0.420
C -1.328 -4.143 -1.283 -0.056
C -2.257 -5.338 -1.511 -0.293
C -3.105 -5.570 -0.254 -1.097
C -1.511 -0.671 -6.386 -1.729
C -1.859 0.408 -5.378 -0.621
C -1.877 -0.117 -3.943 2.175
C -2.952 0.564 -3.081 -1.174
C -2.431 1.809 -2.334 -0.190
C -2.966 1.841 -0.899 -0.788
C -2.146 0.941 0.049 0.546
C -2.997 -0.175 0.706 -0.336
C 1.525 -1.160 -1.904 -0.292
O 0.812 -0.155 -2.124 -0.322
O 1.021 -2.282 -1.639 -0.804
H 2.713 -0.369 2.375 0.479
H 5.689 -1.999 -0.173 0.309
H 4.372 -3.229 -0.181 0.318
H 5.006 1.175 -0.830 0.157
H 5.402 1.131 -2.567 0.367
H 3.915 3.062 -2.137 0.262
H 2.896 1.817 -2.954 0.180
H 3.051 2.692 -0.229 0.089
H 1.711 2.413 -1.153 0.028
H 4.742 -1.165 -4.657 0.352
H 5.553 -2.400 -3.714 0.507
H 3.613 -3.855 -3.661 0.284
H 3.957 -3.470 -5.325 0.361
H 1.669 -3.099 -5.250 0.338
H 1.703 -2.554 -3.598 -1.674
H 0.936 -2.840 -6.919 0.771
H -0.468 -2.388 -7.822 0.416
H -0.780 -4.591 -6.987 0.470
H -2.002 -3.552 -6.347 0.453
H 0.433 -4.723 -4.890 0.399
H -1.212 -5.210 -4.729 0.555
H -0.335 -2.454 -3.792 -0.934
H -1.906 -3.234 -3.587 0.942
H 0.495 -3.363 -2.014 -0.235
H 0.215 -4.984 -2.593 0.451
H -1.883 -3.210 -1.233 -0.141
H -0.782 -4.278 -0.353 0.362
H -1.643 -6.216 -1.685 0.317
H -2.931 -5.131 -2.338 0.183
H -3.835 -6.355 -0.475 0.467
H -2.499 -5.925 0.570 -0.001
H -3.650 -4.677 0.036 0.298
H -1.560 -0.313 -7.417 0.180
H -2.296 -1.424 -6.312 0.587
H -1.217 1.274 -5.487 0.165
H -2.867 0.749 -5.625 0.531
H -0.937 0.093 -3.442 -0.784
H -2.104 -1.174 -3.925 -0.600
H -3.808 0.876 -3.681 0.392
H -3.346 -0.122 -2.333 0.251
H -1.346 1.764 -2.267 0.176
H -2.723 2.741 -2.813 0.248
H -3.992 1.473 -0.860 0.471
H -2.973 2.861 -0.524 -0.269
H -1.712 1.512 0.864 0.703
H -1.339 0.452 -0.487 -0.360
H -2.612 -0.430 1.689 -1.697
H -2.985 -1.049 0.065 -0.091
H -4.015 0.186 0.829 0.661
C -5.786 -6.581 6.117 -0.739
O -4.667 -5.994 6.747 -0.304
C -3.607 -6.899 7.031 -1.022
C -2.414 -6.671 6.124 0.423
N -2.697 -7.070 4.752 -0.337
C -1.709 -6.621 3.766 -1.496
C -1.471 -5.122 3.595 0.331
O -2.549 -4.413 3.019 -0.022
C -3.585 -4.057 3.910 -0.784
H -6.602 -5.861 6.154 0.227
H -5.587 -6.815 5.066 0.306
H -6.102 -7.491 6.636 0.333
H -3.947 -7.938 6.981 0.456
H -3.296 -6.699 8.061 0.409
H -1.567 -7.254 6.499 0.423
H -2.148 -5.608 6.197 -0.153
H -3.599 -6.703 4.482 0.156
H -2.033 -7.012 2.800 0.408
H -0.753 -7.102 3.996 0.472
H -0.644 -5.011 2.889 0.438
H -1.142 -4.637 4.523 -0.901
H -3.209 -3.832 4.911 0.273
H -4.349 -4.839 3.959 0.221
H -4.067 -3.162 3.514 0.371
C -1.451 5.755 -0.192 -0.878
O -2.554 5.441 -1.022 -0.225
C -3.819 5.635 -0.406 -0.822
C -4.533 6.836 -0.995 -0.220
N -3.889 8.088 -0.616 -0.309
C -4.334 9.255 -1.374 -0.709
C -4.137 9.264 -2.889 -0.469
O -2.792 9.348 -3.312 -0.449
C -2.076 8.120 -3.317 -0.495
H -0.557 5.361 -0.672 0.248
H -1.326 6.837 -0.072 0.327
H -1.549 5.289 0.792 0.369
H -3.733 5.716 0.682 0.390
H -4.413 4.743 -0.625 0.393
H -5.569 6.845 -0.641 0.381
H -4.550 6.697 -2.084 0.179
H -2.891 7.993 -0.738 0.095
H -3.794 10.116 -0.970 0.364
H -5.395 9.420 -1.159 0.398
H -4.616 10.173 -3.265 0.347
H -4.646 8.428 -3.384 0.355
H -2.716 7.273 -3.572 0.293
H -1.588 7.947 -2.355 0.138
H -1.291 8.198 -4.068 0.337
C -1.600 -2.485 7.471 -0.740
O -0.616 -3.023 6.617 -0.518
C -1.124 -3.880 5.598 -0.983
C -1.051 -3.237 4.227 -0.137
N -1.998 -2.137 4.096 0.114
C -1.788 -1.293 2.914 -0.055
C -0.458 -0.565 2.755 -0.343
O -0.240 0.482 3.697 -0.465
C 0.233 0.066 4.958 -0.560
H -1.089 -2.042 8.326 0.259
H -2.182 -1.699 6.978 0.248
H -2.278 -3.262 7.837 0.272
H -2.145 -4.204 5.827 0.423
H -0.486 -4.768 5.592 0.660
H -1.275 -3.994 3.470 0.438
H -0.015 -2.909 4.075 0.563
H -1.937 -1.552 4.918 0.323
H -2.577 -0.535 2.929 0.781
H -1.956 -1.904 2.022 -0.035
H -0.475 -0.080 1.778 0.205
H 0.398 -1.247 2.732 0.268
H 0.894 -0.801 4.884 0.236
H -0.597 -0.147 5.642 0.206
H 0.800 0.894 5.389 0.351
C 8.499 3.480 2.864 -0.698
O 8.259 4.875 2.949 -0.331
C 9.043 5.664 2.065 -0.794
C 8.208 6.232 0.933 -0.179
N 7.787 5.192 0.007 -0.289
C 6.750 5.594 -0.945 -0.770
C 5.401 6.067 -0.406 -0.564
O 4.629 5.061 0.208 -0.282
C 4.967 4.769 1.549 -0.641
H 8.021 3.011 3.723 0.237
H 8.068 3.047 1.958 0.300
H 9.570 3.260 2.899 0.324
H 9.898 5.101 1.679 0.401
H 9.433 6.499 2.655 0.382
H 8.802 6.975 0.391 0.376
H 7.354 6.751 1.389 0.171
H 7.438 4.403 0.534 0.020
H 6.560 4.727 -1.581 0.397
H 7.162 6.377 -1.592 0.404
H 4.817 6.397 -1.269 0.352
H 5.488 6.943 0.253 0.394
H 5.303 5.657 2.093 0.391
H 5.724 3.982 1.600 0.092
H 4.073 4.380 2.037 0.320

---

[2]
14
Properties=species:S:1:pos:R:3:mulliken_charge:R:1 method="wB97M-V/def2-TZVPD" e_above_lowest_kj_mol=475.83 mol_weight_g_mol=82.13 e_tot_ha=-249.6439 gap_ha=0.25858 total_charge=+1 e_homo_ev=-13.81
C 0.667 -0.741 0.357 0.383
C 0.018 0.016 -0.458 0.439
C -0.455 1.417 -0.080 -0.472
C -0.883 0.085 -1.740 -0.360
C 1.296 -1.575 1.346 -1.127
N -1.487 1.326 -1.094 -0.377
H -0.877 1.618 0.854 0.330
H 0.251 2.272 -0.234 0.291
H -0.279 0.410 -2.616 0.278
H -1.515 -0.717 -1.940 0.334
H 1.714 -2.472 0.926 0.332
H 0.596 -1.839 2.140 0.342
H 2.001 -1.074 2.003 0.363
H -1.512 2.106 -1.643 0.244

---

[3]
56
Properties=species:S:1:pos:R:3:mulliken_charge:R:1 method="wB97M-V/def2-TZVPD" e_above_lowest_kj_mol=200.83 mol_weight_g_mol=689.25 e_tot_ha=-3009.5354 gap_ha=0.15955 total_charge=-2 e_homo_ev=-0.62
Sr 0.167 0.652 0.022 0.843
C -0.519 -2.888 -0.393 -0.622
C -0.489 -2.461 -1.859 -1.031
N 0.579 -1.525 -2.145 0.197
C 1.941 -2.041 -2.223 -1.849
C 2.898 -1.377 -1.243 0.350
C 4.282 -1.471 -1.305 -0.893
C 5.034 -0.886 -0.303 -0.448
C 4.423 -0.292 0.798 -0.832
C 3.038 -0.297 0.789 1.653
C 2.409 0.081 2.166 -1.923
N 0.996 0.505 2.353 -0.243
C -0.010 -0.564 2.601 -0.825
C 0.132 -1.732 1.615 -0.480
N -0.869 -1.792 0.522 0.125
N 2.326 -0.765 -0.212 0.627
H -1.195 -3.744 -0.278 0.409
H 0.478 -3.247 -0.124 0.274
H -0.437 -3.381 -2.470 0.323
H -1.423 -1.952 -2.110 0.432
H 0.351 -0.920 -2.922 0.372
H 1.934 -3.115 -1.984 0.367
H 2.354 -1.920 -3.224 0.450
H 4.754 -1.918 -2.169 0.367
H 6.115 -0.890 -0.386 0.322
H 4.985 0.185 1.587 0.381
H 2.635 -0.788 2.804 0.307
H 3.023 0.915 2.501 0.630
H 0.983 1.198 3.085 0.203
H 0.081 -0.965 3.617 0.365
H -1.009 -0.107 2.502 0.142
H 1.066 -1.622 1.063 0.278
H 0.217 -2.687 2.150 0.410
H -1.805 -1.852 0.902 0.153
S 3.173 0.712 -3.640 -0.550
S 4.292 1.816 -2.290 -0.218
S 3.128 3.292 -1.470 -0.138
S 2.268 2.722 0.341 -0.487
I -1.034 3.208 -2.503 -0.212
C -1.479 1.077 -2.713 0.200
H -0.461 0.676 -2.655 -0.561
H -1.978 0.861 -1.755 -0.165
N -9.665 1.209 4.312 -0.608
C -8.617 1.219 3.831 0.130
C -7.313 1.231 3.239 0.558
C -6.175 1.181 4.047 -0.512
C -4.919 1.188 3.478 -0.501
C -4.747 1.243 2.083 0.306
C -5.907 1.298 1.286 -0.570
C -7.164 1.292 1.851 -0.467
C -3.457 1.235 1.494 -2.036
C -2.334 1.258 0.987 1.262
H -6.288 1.140 5.124 0.397
H -4.037 1.156 4.104 0.431
H -5.787 1.349 0.212 0.495
H -8.044 1.336 1.222 0.409

---

What did the third record say?
56
Properties=species:S:1:pos:R:3:mulliken_charge:R:1 method="wB97M-V/def2-TZVPD" e_above_lowest_kj_mol=200.83 mol_weight_g_mol=689.25 e_tot_ha=-3009.5354 gap_ha=0.15955 total_charge=-2 e_homo_ev=-0.62
Sr 0.167 0.652 0.022 0.843
C -0.519 -2.888 -0.393 -0.622
C -0.489 -2.461 -1.859 -1.031
N 0.579 -1.525 -2.145 0.197
C 1.941 -2.041 -2.223 -1.849
C 2.898 -1.377 -1.243 0.350
C 4.282 -1.471 -1.305 -0.893
C 5.034 -0.886 -0.303 -0.448
C 4.423 -0.292 0.798 -0.832
C 3.038 -0.297 0.789 1.653
C 2.409 0.081 2.166 -1.923
N 0.996 0.505 2.353 -0.243
C -0.010 -0.564 2.601 -0.825
C 0.132 -1.732 1.615 -0.480
N -0.869 -1.792 0.522 0.125
N 2.326 -0.765 -0.212 0.627
H -1.195 -3.744 -0.278 0.409
H 0.478 -3.247 -0.124 0.274
H -0.437 -3.381 -2.470 0.323
H -1.423 -1.952 -2.110 0.432
H 0.351 -0.920 -2.922 0.372
H 1.934 -3.115 -1.984 0.367
H 2.354 -1.920 -3.224 0.450
H 4.754 -1.918 -2.169 0.367
H 6.115 -0.890 -0.386 0.322
H 4.985 0.185 1.587 0.381
H 2.635 -0.788 2.804 0.307
H 3.023 0.915 2.501 0.630
H 0.983 1.198 3.085 0.203
H 0.081 -0.965 3.617 0.365
H -1.009 -0.107 2.502 0.142
H 1.066 -1.622 1.063 0.278
H 0.217 -2.687 2.150 0.410
H -1.805 -1.852 0.902 0.153
S 3.173 0.712 -3.640 -0.550
S 4.292 1.816 -2.290 -0.218
S 3.128 3.292 -1.470 -0.138
S 2.268 2.722 0.341 -0.487
I -1.034 3.208 -2.503 -0.212
C -1.479 1.077 -2.713 0.200
H -0.461 0.676 -2.655 -0.561
H -1.978 0.861 -1.755 -0.165
N -9.665 1.209 4.312 -0.608
C -8.617 1.219 3.831 0.130
C -7.313 1.231 3.239 0.558
C -6.175 1.181 4.047 -0.512
C -4.919 1.188 3.478 -0.501
C -4.747 1.243 2.083 0.306
C -5.907 1.298 1.286 -0.570
C -7.164 1.292 1.851 -0.467
C -3.457 1.235 1.494 -2.036
C -2.334 1.258 0.987 1.262
H -6.288 1.140 5.124 0.397
H -4.037 1.156 4.104 0.431
H -5.787 1.349 0.212 0.495
H -8.044 1.336 1.222 0.409